No. 1
55
Properties=species:S:1:pos:R:3:nbo_charge:R:1 method="wB97M-V/def2-TZVPD" homo_energy_ev="0.368 / 0.490" total_charge=-2 multiplicity=2 relative_energy_ev=3.1947 homo_lumo_gap_ev="3.75 / 3.63"
Ru -0.311 -0.595 -0.351 1.19
O 1.709 -0.664 -2.094 -0.77
C 2.545 -1.764 -1.833 -0.07
C 1.801 -2.962 -1.262 -0.25
N 1.016 -2.645 -0.077 -0.40
C 0.097 -3.729 0.240 -0.35
C -1.129 -3.730 -0.677 0.79
O -1.701 -4.797 -0.902 -0.69
O -1.468 -2.575 -1.099 -0.79
C 1.845 -2.284 1.067 -0.35
C 1.010 -1.710 2.218 0.77
O 1.459 -1.815 3.366 -0.72
O -0.069 -1.139 1.869 -0.78
H 1.129 -0.900 -2.847 0.50
H 3.314 -1.411 -1.142 0.17
H 3.060 -2.091 -2.747 0.17
H 2.531 -3.765 -1.042 0.17
H 1.112 -3.340 -2.023 0.24
H -0.279 -3.576 1.253 0.24
H 0.589 -4.711 0.197 0.19
H 2.517 -1.476 0.767 0.23
H 2.455 -3.127 1.426 0.19
S 0.100 -1.573 -4.655 -0.48
C -1.212 -0.590 -4.259 -0.12
N -1.978 -0.892 -3.027 -0.47
C -3.412 -0.845 -3.259 -0.18
C -3.918 0.085 -4.081 -0.25
C -3.049 0.866 -4.906 -0.42
C -1.736 0.454 -5.023 -0.27
H -1.737 -1.834 -2.676 0.49
H -3.972 -1.510 -2.619 0.20
H -4.994 0.195 -4.141 0.19
H -3.442 1.660 -5.526 0.18
H -1.096 0.849 -5.802 0.20
C 1.149 4.132 6.150 -0.62
C 0.933 3.652 4.739 -0.03
C 0.862 2.293 4.445 -0.23
C 0.673 1.845 3.146 -0.11
C 0.558 2.774 2.120 -0.36
C 0.617 4.132 2.390 -0.18
C 0.805 4.564 3.696 -0.24
S 0.295 2.175 0.468 2.41
O -1.038 1.544 0.513 -0.97
O 0.413 3.314 -0.413 -0.97
O 1.299 1.120 0.290 -0.97
H 1.130 3.299 6.854 0.21
H 0.377 4.844 6.450 0.21
H 2.113 4.635 6.260 0.21
H 0.951 1.564 5.243 0.21
H 0.594 0.785 2.933 0.26
H 0.524 4.833 1.571 0.23
H 0.853 5.628 3.906 0.19
C -1.663 -0.020 -1.779 -0.39
H -1.663 1.014 -2.133 0.21
H -2.567 -0.188 -1.182 0.18

No. 2
11
Properties=species:S:1:pos:R:3:nbo_charge:R:1 method="wB97M-V/def2-TZVPD" homo_energy_ev="-16.665 / -18.943" total_charge=+2 relative_energy_ev=1.4593 homo_lumo_gap_ev="4.12 / 7.30"
H 0.346 0.323 0.621 0.23
O -2.957 1.504 -1.701 -0.22
C -2.325 0.552 -1.514 0.74
C -1.708 -0.590 -1.240 -0.34
C 0.099 -0.680 0.240 0.49
C 0.081 -0.872 -1.189 -0.44
H -2.191 -1.485 -1.637 0.31
H 0.203 -1.938 -1.415 0.30
H 0.580 -0.037 -1.694 0.30
O -0.945 -1.179 0.813 -0.78
Cd -1.126 -2.347 2.312 1.40

No. 3
6
Properties=species:S:1:pos:R:3:nbo_charge:R:1 method="wB97M-V/def2-TZVPD" homo_energy_ev=-9.513 relative_energy_ev=1.6337 homo_lumo_gap_ev=10.18
C 0.818 -0.773 0.047 0.01
C -0.418 -0.099 -0.058 0.68
H 1.320 -1.974 0.411 0.25
F 1.753 0.216 -0.073 -0.35
F -1.590 -0.634 -0.045 -0.29
F -0.576 1.219 0.080 -0.30

No. 4
104
Properties=species:S:1:pos:R:3:lowdin_charge:R:1 method="wB97M-V/def2-TZVPD" homo_energy_ev=-7.451 relative_energy_ev=16.8505 smiles=Oc1ccc(O)cc1.Oc1ccc(O)cc1.Oc1ccc(O)cc1.Oc1ccc(O)cc1.CO.CO.CO.CO.CO.CO.CO.CO homo_lumo_gap_ev=7.69
O 33.919 26.581 43.505 0.00
C 34.866 27.445 43.785 -0.37
C 34.734 28.839 43.914 -0.05
C 35.721 29.607 44.532 -0.03
C 36.984 29.011 44.956 -0.25
O 37.840 29.791 45.643 0.02
C 37.142 27.531 44.636 -0.01
C 36.081 26.794 44.227 -0.03
H 33.004 26.930 42.981 0.23
H 33.738 29.181 43.759 0.10
H 35.419 30.644 44.609 0.10
H 37.523 30.716 45.649 0.12
H 38.143 27.193 44.897 0.09
H 36.142 25.698 44.122 0.12
O 40.777 25.862 48.341 0.07
C 40.210 26.948 48.876 -0.31
C 39.210 27.610 48.172 0.01
C 38.613 28.817 48.764 0.01
C 38.912 29.146 50.083 -0.33
O 38.177 30.044 50.770 0.15
C 39.809 28.305 50.749 -0.05
C 40.402 27.212 50.278 -0.02
H 40.742 25.750 47.471 -0.02
H 39.059 27.290 47.054 0.13
H 37.875 29.413 48.126 0.12
H 38.053 30.764 50.470 -0.07
H 40.246 28.522 51.868 0.17
H 40.960 26.606 50.777 0.05
O 42.292 26.783 43.071 0.08
C 42.784 27.390 41.988 -0.28
C 43.695 26.776 41.055 0.02
C 44.287 27.493 39.949 0.01
C 43.837 28.783 39.782 -0.33
O 44.281 29.532 38.714 0.02
C 43.091 29.476 40.720 -0.02
C 42.468 28.767 41.686 -0.01
H 42.566 25.941 43.127 0.03
H 43.970 25.851 41.430 0.07
H 44.895 27.019 39.160 0.12
H 45.215 29.390 38.513 0.10
H 42.897 30.411 40.570 0.07
H 41.854 29.389 42.333 0.12
O 40.506 26.390 37.560 0.04
C 39.973 26.024 38.906 -0.21
C 39.326 24.792 39.108 -0.05
C 38.631 24.665 40.281 -0.08
C 38.792 25.454 41.376 -0.34
O 38.360 25.144 42.630 0.06
C 39.402 26.682 41.110 -0.03
C 39.877 27.053 39.864 0.00
H 40.448 25.838 36.922 -0.04
H 39.308 23.831 38.211 0.20
H 38.365 23.616 40.362 0.11
H 38.775 25.832 43.069 0.02
H 39.642 27.251 42.189 0.18
H 40.246 28.060 39.973 0.11
C 45.272 24.558 45.717 -0.14
O 43.979 24.026 46.077 -0.13
H 45.904 23.805 45.186 0.08
H 45.793 24.921 46.580 0.07
H 45.170 25.534 45.081 0.09
H 43.989 23.853 46.990 0.04
C 41.892 23.108 41.468 -0.17
O 42.667 23.509 42.527 -0.16
H 41.116 22.527 41.774 0.05
H 42.583 22.472 40.889 0.10
H 41.682 23.973 40.938 0.06
H 43.198 22.614 42.681 0.12
C 42.833 21.148 48.101 -0.11
O 43.612 20.062 47.460 -0.17
H 43.347 21.966 48.353 0.01
H 42.285 20.901 48.980 0.06
H 42.105 21.540 47.262 0.09
H 42.994 19.269 47.226 0.12
C 40.281 23.688 45.199 -0.20
O 39.755 24.662 45.989 -0.14
H 39.932 23.638 44.155 0.05
H 40.641 22.512 45.692 0.13
H 41.477 24.158 45.072 0.12
H 38.798 24.627 45.935 0.04
C 43.134 20.347 43.832 -0.11
O 44.465 20.508 43.289 -0.06
H 42.855 21.291 44.381 0.08
H 43.140 19.669 44.616 0.03
H 42.416 20.062 43.015 0.11
H 45.134 20.595 43.821 -0.02
C 38.355 19.403 44.811 -0.26
O 37.070 19.520 44.352 -0.11
H 39.016 20.282 44.781 0.06
H 39.075 18.775 44.229 0.06
H 38.327 18.708 45.812 0.13
H 37.243 20.340 43.784 0.12
C 43.004 26.982 46.409 -0.12
O 42.135 27.835 45.635 -0.08
H 43.822 26.702 45.749 0.05
H 42.461 26.099 46.455 0.01
H 43.140 27.238 47.498 0.12
H 42.167 27.280 44.933 -0.04
C 37.285 23.444 47.420 -0.16
O 37.185 24.794 46.965 -0.19
H 36.847 22.892 46.624 0.07
H 37.007 23.316 48.425 0.06
H 38.365 23.053 47.524 0.10
H 36.517 25.183 47.751 0.20

No. 5
61
Properties=species:S:1:pos:R:3:nbo_charge:R:1 method="wB97M-V/def2-TZVPD" homo_energy_ev=-9.265 relative_energy_ev=1.7970 smiles="ClC(Cl)(Cl)Cl.CN(C)C=O.CN(C)C=O.CN(C)C=O.CN(C)C=O.ClCCCl" homo_lumo_gap_ev=9.09
Cl 6.973 -0.902 1.783 0.05
C 6.848 -1.562 0.136 -0.19
Cl 8.078 -0.802 -0.958 0.04
Cl 7.365 -3.314 0.159 0.04
Cl 5.159 -1.324 -0.452 0.06
C 11.341 -2.197 7.468 -0.42
N 12.128 -2.213 6.230 -0.42
C 13.612 -2.139 6.423 -0.42
C 11.539 -2.156 5.018 0.52
O 12.282 -2.114 4.045 -0.63
H 11.823 -1.458 8.108 0.20
H 11.402 -3.153 7.987 0.19
H 10.268 -2.031 7.369 0.21
H 13.786 -1.106 6.726 0.19
H 13.917 -2.790 7.243 0.20
H 14.204 -2.353 5.534 0.25
H 10.448 -2.289 5.078 0.12
C 10.672 3.140 3.965 -0.41
N 10.516 4.537 3.435 -0.40
C 10.276 5.497 4.551 -0.43
C 10.346 4.814 2.180 0.51
O 10.088 5.983 1.823 -0.66
H 10.019 2.950 4.817 0.20
H 11.661 3.200 4.421 0.20
H 10.570 2.361 3.210 0.22
H 11.109 5.527 5.254 0.20
H 10.048 6.508 4.214 0.25
H 9.403 5.249 5.154 0.20
H 10.349 3.908 1.554 0.12
C 11.351 -9.160 -4.551 -0.41
N 10.289 -8.274 -3.997 -0.43
C 10.731 -7.076 -3.248 -0.43
C 8.974 -8.620 -4.142 0.52
O 8.094 -7.848 -3.710 -0.63
H 10.929 -9.918 -5.210 0.21
H 11.900 -9.661 -3.754 0.20
H 11.995 -8.487 -5.116 0.20
H 11.205 -6.374 -3.934 0.20
H 9.910 -6.536 -2.776 0.25
H 11.430 -7.248 -2.430 0.20
H 8.847 -9.604 -4.618 0.12
C 2.323 -2.756 3.768 -0.43
N 1.942 -1.760 4.733 -0.44
C 2.091 -0.346 4.340 -0.41
C 1.328 -2.158 5.878 0.54
O 1.179 -3.288 6.195 -0.60
H 3.300 -2.575 3.320 0.20
H 1.552 -2.850 3.004 0.19
H 2.429 -3.735 4.235 0.24
H 1.473 -0.112 3.473 0.19
H 1.823 0.254 5.210 0.21
H 3.048 -0.017 3.937 0.20
H 0.992 -1.325 6.514 0.10
Cl 3.802 4.163 0.240 -0.07
C 5.339 4.737 0.969 -0.38
C 5.107 5.706 2.173 -0.38
Cl 4.378 4.781 3.538 -0.08
H 5.856 5.312 0.201 0.22
H 5.925 3.845 1.188 0.22
H 4.424 6.482 1.827 0.23
H 6.097 5.970 2.544 0.23

No. 6
87
Properties=species:S:1:pos:R:3:lowdin_charge:R:1 method="wB97M-V/def2-TZVPD" homo_energy_ev="-12.301 / -13.364" total_charge=+2 multiplicity=5 relative_energy_ev=0.0000 homo_lumo_gap_ev="6.01 / 5.52"
Os -0.475 -0.644 0.461 0.70
C 2.107 -1.306 -3.292 -0.10
C 2.398 -0.060 -2.913 -0.14
C 2.051 1.171 -3.692 -0.17
C 0.603 1.235 -4.247 -0.16
C -0.488 0.596 -3.423 -0.14
C -0.703 -0.719 -3.338 -0.11
C -0.189 -1.651 -4.395 -0.16
C 1.350 -1.678 -4.531 -0.16
C -1.831 0.091 1.898 -0.32
H 2.592 -2.155 -2.805 0.10
H 3.173 0.096 -2.154 0.09
H 2.731 1.250 -4.559 0.13
H 2.247 2.049 -3.064 0.09
H 0.360 2.302 -4.370 0.12
H 0.609 0.807 -5.262 0.11
H -1.267 1.300 -3.111 0.08
H -1.442 -1.161 -2.687 0.06
H -0.605 -1.367 -5.378 0.13
H -0.568 -2.658 -4.173 0.11
H 1.637 -2.706 -4.792 0.12
H 1.641 -1.034 -5.377 0.12
H -1.769 -0.540 2.792 -0.04
H -2.881 0.092 1.568 0.03
H -1.544 1.111 2.199 0.03
P 1.603 0.260 0.358 0.85
P -1.693 1.089 -0.463 0.94
C 1.097 1.673 -0.670 -0.27
C -0.203 1.967 -1.021 -0.28
C 2.943 0.954 1.383 -0.36
C 3.905 1.793 0.792 -0.09
C 4.913 2.361 1.575 -0.04
C 4.982 2.085 2.947 -0.04
C 4.049 1.219 3.524 -0.05
C 3.044 0.645 2.747 -0.10
C 2.409 -1.310 -0.297 -0.42
C 1.509 -2.337 -0.615 -0.29
C 1.935 -3.658 -0.755 -0.07
C 3.302 -3.942 -0.695 -0.04
C 4.215 -2.924 -0.402 -0.03
C 3.776 -1.619 -0.170 -0.05
C -2.805 2.440 0.065 -0.32
C -2.252 3.497 0.821 -0.09
C -3.078 4.489 1.354 -0.05
C -4.453 4.479 1.094 -0.04
C -5.002 3.467 0.301 -0.04
C -4.195 2.432 -0.164 -0.07
C -2.865 -0.156 -1.213 -0.37
C -2.765 -1.492 -0.786 -0.17
C -3.445 -2.508 -1.472 -0.04
C -4.390 -2.152 -2.441 -0.03
C -4.583 -0.812 -2.788 -0.03
C -3.758 0.182 -2.252 -0.09
H 1.894 2.390 -0.888 0.07
H -0.432 2.838 -1.642 0.10
H 3.863 2.008 -0.276 0.11
H 5.647 3.020 1.114 0.12
H 5.761 2.543 3.559 0.12
H 4.102 0.991 4.589 0.12
H 2.336 -0.075 3.171 0.03
H 0.415 -2.096 -0.722 0.04
H 1.189 -4.443 -0.882 0.12
H 3.642 -4.966 -0.845 0.12
H 5.278 -3.157 -0.322 0.13
H 4.488 -0.845 0.119 0.12
H -1.175 3.534 0.987 0.11
H -2.647 5.276 1.973 0.12
H -5.100 5.251 1.511 0.12
H -6.065 3.472 0.049 0.12
H -4.659 1.616 -0.710 0.09
H -2.081 -1.770 0.069 0.04
H -3.239 -3.553 -1.234 0.12
H -4.977 -2.936 -2.923 0.13
H -5.373 -0.533 -3.482 0.13
H -3.823 1.220 -2.588 0.12
Te 0.533 -2.053 2.441 1.32
C -0.132 -1.579 4.402 -0.58
C -0.880 -2.573 5.062 -0.14
C -1.335 -2.327 6.364 -0.05
C -1.056 -1.104 6.993 -0.05
C -0.326 -0.118 6.319 -0.06
C 0.128 -0.339 5.008 -0.13
H -1.100 -3.498 4.528 0.09
H -1.916 -3.086 6.888 0.12
H -1.428 -0.914 8.004 0.12
H -0.122 0.838 6.804 0.12
H 0.658 0.428 4.445 0.09

No. 7
120
Properties=species:S:1:pos:R:3:lowdin_charge:R:1 method="wB97M-V/def2-TZVPD" homo_energy_ev=-9.868 total_charge=+1 homo_lumo_gap_ev=4.73
C -0.605 0.800 2.878 0.04
C -0.208 -0.129 1.879 -0.09
C -0.062 -1.241 0.639 -0.19
C -1.084 -0.838 -0.578 -0.16
C -0.378 -0.793 -2.074 -0.13
N -0.291 0.639 -2.645 -0.07
C 1.085 1.244 -2.677 -0.14
C 1.746 1.426 -4.167 -0.15
C 2.717 2.739 -4.337 -0.21
C 4.206 2.585 -3.655 -0.17
C 4.277 3.679 -2.398 -0.21
C 5.186 3.116 -1.122 -0.17
C 4.318 2.022 -0.236 -0.22
O 5.224 1.106 0.504 -0.25
C 5.454 -0.056 -0.417 -0.11
C -1.472 1.171 -3.070 -0.13
N -2.804 0.442 -3.020 0.14
C -3.850 1.375 -3.590 -0.10
S -5.695 1.038 -3.753 0.90
O -6.046 1.104 -5.288 -0.32
O -6.135 -0.366 -3.275 -0.27
C -6.584 2.474 -2.945 -0.22
F -7.114 3.428 -3.989 0.03
F -5.538 3.272 -2.203 -0.01
C -7.720 2.061 -1.839 -0.10
F -7.282 0.998 -0.876 0.04
F -7.930 3.290 -0.985 0.04
C -9.195 1.694 -2.460 -0.12
F -9.742 0.549 -1.654 0.05
F -10.116 2.858 -2.177 0.04
F -9.203 1.362 -3.903 0.07
N -3.032 2.620 -3.981 -0.10
N -3.710 3.684 -4.591 0.12
N -1.656 2.533 -3.666 0.05
C -0.767 3.705 -3.959 -0.02
C -0.339 3.823 -5.572 -0.21
O -0.953 2.979 -6.419 0.03
O 0.636 4.864 -5.980 0.00
C 0.264 6.188 -5.407 -0.24
C 0.796 6.723 -3.919 0.00
O -0.514 6.966 -6.209 0.02
H -1.180 1.610 3.536 0.07
H 1.065 -1.334 0.335 0.11
H -0.382 -2.307 1.067 0.11
H -1.903 -1.704 -0.644 0.13
H -1.540 0.212 -0.328 0.11
H -0.977 -1.457 -2.864 0.14
H 0.669 -1.304 -1.960 0.12
H 1.831 0.536 -2.071 0.13
H 1.054 2.252 -2.038 0.14
H 2.449 0.475 -4.333 0.14
H 0.937 1.382 -5.012 0.11
H 2.881 2.884 -5.507 0.13
H 2.264 3.743 -3.941 0.07
H 4.422 1.484 -3.321 0.11
H 5.005 2.979 -4.448 0.13
H 3.204 3.919 -1.961 0.10
H 4.754 4.704 -2.708 0.11
H 6.165 2.625 -1.534 0.12
H 5.458 3.993 -0.362 0.13
H 3.586 2.561 0.503 0.14
H 3.733 1.353 -1.006 0.08
H 5.863 0.268 -1.467 0.09
H 4.443 -0.651 -0.498 0.09
H 6.225 -0.749 0.136 0.11
H -3.133 4.085 -5.391 0.13
H -4.592 3.371 -5.053 0.11
H 0.185 3.811 -3.288 0.13
H -1.416 4.687 -3.758 0.15
H 1.831 6.242 -3.656 0.09
H 0.002 6.293 -3.138 0.09
H 0.761 7.890 -3.809 0.12
C 1.583 -8.112 -2.855 -0.11
O 0.199 -7.837 -2.688 -0.20
C -0.447 -8.725 -1.766 -0.20
C -0.839 -7.976 -0.482 -0.20
N 0.342 -7.621 0.312 -0.05
C 0.057 -6.681 1.402 -0.19
C -0.455 -5.281 1.015 -0.22
O 0.508 -4.478 0.331 -0.21
C 0.576 -4.704 -1.071 -0.09
H 1.951 -7.512 -3.692 0.09
H 2.146 -7.833 -1.961 0.07
H 1.751 -9.169 -3.090 0.09
H 0.165 -9.607 -1.546 0.12
H -1.362 -9.073 -2.257 0.12
H -1.499 -8.615 0.119 0.12
H -1.400 -7.085 -0.778 0.10
H 1.038 -7.201 -0.298 0.07
H 0.998 -6.555 1.954 0.12
H -0.652 -7.147 2.097 0.12
H -0.673 -4.748 1.949 0.12
H -1.402 -5.312 0.464 0.11
H -0.393 -4.979 -1.498 0.09
H 1.326 -5.465 -1.290 0.07
H 0.909 -3.776 -1.546 0.07
C 3.372 1.561 9.651 -0.11
O 3.217 0.475 8.747 -0.20
C 2.556 -0.656 9.330 -0.20
C 1.156 -0.836 8.721 -0.21
N 0.243 0.227 9.155 -0.06
C -1.017 0.263 8.405 -0.20
C -0.935 0.558 6.895 -0.23
O -0.503 1.885 6.585 -0.20
C 0.909 2.056 6.568 -0.10
H 4.029 2.301 9.184 0.09
H 2.411 2.039 9.854 0.07
H 3.833 1.233 10.588 0.09
H 2.513 -0.590 10.423 0.12
H 3.159 -1.534 9.077 0.12
H 0.752 -1.808 9.031 0.12
H 1.269 -0.842 7.633 0.10
H 0.705 1.126 9.046 0.07
H -1.630 1.046 8.869 0.12
H -1.550 -0.683 8.560 0.12
H -1.954 0.480 6.496 0.12
H -0.345 -0.185 6.348 0.10
H 1.436 1.156 6.237 0.09
H 1.258 2.369 7.553 0.07
H 1.141 2.866 5.871 0.09

No. 8
17
Properties=species:S:1:pos:R:3:nbo_charge:R:1 method="wB97M-V/def2-TZVPD" homo_energy_ev=-8.090 relative_energy_ev=9.8748 homo_lumo_gap_ev=4.24
C -0.709 0.404 -1.873 -0.86
N -0.204 -2.106 -0.476 -0.35
C 0.465 -1.426 0.587 -0.40
C -0.193 0.739 1.690 -0.17
C -0.422 -0.595 1.442 -0.20
H -0.585 0.796 -2.911 0.21
H -0.333 1.133 -1.181 0.25
H -1.779 0.145 -1.803 0.21
H -0.051 -0.454 -1.725 0.20
H 1.319 -1.950 1.161 0.25
H 1.164 -0.727 0.099 0.36
H -0.466 1.223 2.620 0.21
H 0.430 1.275 0.871 0.33
H -1.413 -1.047 1.630 0.24
H 1.361 3.282 0.114 0.45
H 0.261 -3.037 -0.385 0.32
O 1.152 2.344 0.139 -1.07

Asked for electronic energy across the records above, the calculation gives -63687.25233 -12846.64490 -10239.66568 -66834.00019 -105356.99292 -71513.97970 -96975.64171 -7854.67877 eV in order.